one:
This record from OMol25 describes a molecular structure, C2H3O2S2. The level of theory is the ωB97M-V functional and the def2-TZVPD basis.

Properties
**Total charge**: -1

Each line ends with the Löwdin charge.
Positions of all 9 atoms, in Å:
C 2.03417 2.58477 1.74904  -1.05
C -0.24425 0.22602 -0.17689  -0.37
O 2.05814 2.02384 2.79489  -0.04
O 0.45587 2.59555 0.87532  -0.77
S 2.97637 3.46106 0.80383  0.54
S -0.68365 1.52146 1.12547  0.69
H 0.77176 0.45884 -0.54669  0.04
H -0.99062 0.03592 -0.85456  -0.03
H 0.06026 -0.70204 0.24241  -0.01



two:
This record from OMol25 describes a gas-phase ion, C2H3O2S2 (charge -1). The level of theory is the ωB97M-V functional and the def2-TZVPD basis.

Properties
**SMILES**: C=CS(=O)(=O)[S-]
**Total charge**: -1

Each line ends with the Löwdin charge.
Positions of all 9 atoms, in Å:
C -1.42714 0.32081 0.38401  -0.09
C -0.54750 0.00528 -0.53424  -0.35
S 1.12584 -0.52825 -0.09193  0.24
O 1.06964 -1.17744 1.24404  -0.48
O 1.76966 -1.33024 -1.13874  -0.46
S 2.08819 1.44866 0.15049  -0.08
H -2.29867 1.00040 0.18267  0.07
H -1.02186 0.20811 1.42969  0.07
H -0.75816 0.05267 -1.62598  0.09



three:
This record from OMol25 describes 2 unconnected molecules or ions with the total composition C2H3O2S2. The level of theory is the ωB97M-V functional and the def2-TZVPD basis.

Properties
**Total charge**: -1

Each line ends with the Löwdin charge.
Positions of all 9 atoms, in Å:
C -0.83437 0.09180 1.13194  -0.07
C -0.40902 0.66946 0.08628  -0.23
O 1.76278 1.09220 -1.52341  -0.49
O 2.04880 -0.37378 0.42583  -0.49
S -1.04814 -2.45594 -2.08037  -0.51
S 1.21551 -0.04298 -0.76736  0.66
H -1.63294 0.43750 1.68725  0.03
H -0.51367 -0.90784 1.50780  0.09
H -0.58895 1.48957 -0.46796  0.02



Energy ordering: one at the bottom, the next structure 8.8 kcal/mol above.



one:
This record from OMol25 describes 2 unconnected molecules or ions with the total composition C3H12N2S. The level of theory is the ωB97M-V functional and the def2-TZVPD basis.

Properties
**Spin multiplicity**: 2
**Total charge**: -1

Each line ends with the Löwdin charge.
Positions of all 18 atoms, in Å:
C 0.19446 -3.31334 1.84781  -0.26
C -0.75322 -2.12278 1.48108  -0.72
S -1.49931 -1.31170 2.89651  0.44
H 1.25450 -3.07016 1.77283  0.04
H 0.01389 -3.59447 2.86711  0.02
H -0.13187 -4.17177 1.23963  0.05
H -1.70191 -2.57987 1.10329  0.04
H -0.37497 -1.39236 0.79868  0.02
H -0.84646 -0.17733 3.17091  -0.23
N 1.60231 2.95108 -1.88726  -0.10
C 0.40189 2.14085 -1.37280  -0.51
N -0.83763 2.02914 -2.28948  -0.10
H 1.35095 4.00526 -1.91727  0.07
H 2.32122 2.33650 -2.36605  0.04
H -0.03842 2.61149 -0.51015  0.04
H 0.67273 1.02989 -1.08666  0.08
H -0.57261 1.61765 -3.28911  0.07
H -1.05554 3.01193 -2.45907  0.01



two:
This record from OMol25 describes 2 unconnected molecules or ions with the total composition C3H12N2S. The level of theory is the ωB97M-V functional and the def2-TZVPD basis.

Properties
**Spin multiplicity**: 2
**Total charge**: -1

Each line ends with the Löwdin charge.
Positions of all 18 atoms, in Å:
C -1.30345 2.61171 0.02224  -0.47
S 0.20905 1.80942 0.51514  0.08
C 0.61630 2.88253 1.96511  -0.47
H -1.98006 1.90995 -0.44536  0.01
H -1.06226 3.39962 -0.71287  0.02
H -1.61825 3.18622 0.80918  -0.03
H -0.24384 3.31686 2.27272  -0.06
H 1.05560 2.29872 2.77354  -0.01
H 1.31261 3.84348 1.90152  0.04
N 0.35517 -3.44168 0.08173  -0.08
C 0.17973 -2.51693 -0.98736  -0.47
N -0.15578 -3.12442 -2.22588  -0.03
H -0.43259 -3.62471 0.73215  0.05
H 0.81297 -4.40533 -0.14902  0.10
H -0.49065 -1.57059 -0.73365  0.12
H 1.14080 -1.85161 -0.83463  0.13
H 0.64986 -3.51310 -2.65521  0.03
H -0.84019 -3.84144 -2.19158  0.04



Energy ordering: one at the bottom, the next structure 15.0 kcal/mol above.